Record 1
Molecular formula: H18O9
Method: DFT, ωB97M-V/def2-TZVPD

```
27
Properties=species:S:1:pos:R:3:forces:R:3
O 1.91910 0.39115 -1.38783 -3.07 -1.02 -0.78
H 0.99596 0.04012 -1.77207 2.93 0.86 0.80
H 1.77501 0.18626 -0.44820 0.48 0.41 0.04
O -2.62198 -0.18723 -1.78670 -2.52 -1.75 -0.99
H -2.74244 0.68637 -1.52349 1.23 3.31 1.06
H -3.59866 -0.26844 -1.91165 0.88 -1.37 -0.30
O 0.12769 2.62982 1.30295 3.49 1.03 7.95
H 0.61146 1.84673 1.57279 -0.31 -0.09 -1.00
H -0.26346 2.66314 0.54041 -3.12 -0.72 -6.92
O 2.24212 0.22481 1.49363 5.53 2.06 -3.40
H 1.64762 -0.20176 1.99816 -2.81 -2.72 3.45
H 3.18713 -0.13800 1.60642 -2.66 0.74 -0.02
O 0.95913 -1.04070 3.59101 -4.46 1.21 -2.17
H 1.64931 -1.55386 3.85809 2.86 -2.40 1.18
H 0.30234 -1.62794 3.08604 1.42 1.01 1.08
O -0.68559 2.59113 -1.61442 -0.70 -1.43 0.96
H -0.41563 3.27655 -2.19064 0.66 0.95 -0.85
H 0.02475 1.92882 -1.56807 0.10 0.33 -0.02
O -0.38077 -2.58800 1.51006 -1.24 1.52 0.69
H 0.16890 -3.27605 1.20944 0.78 -1.50 -0.72
H -1.30448 -2.75230 1.26210 0.51 -0.15 0.06
O -0.80587 -0.00448 0.25071 0.90 -3.98 -1.02
H -1.29041 -0.32480 -0.57837 0.80 0.83 1.89
H -0.29323 -0.90821 0.47745 -1.56 3.06 -0.42
O -0.15567 -0.65053 -2.76659 3.81 -0.83 -0.11
H -0.01664 -0.31861 -3.63742 0.05 0.35 -0.95
H -1.03567 -0.62398 -2.57382 -3.99 0.29 0.51
```
Forces are in eV/Å.

Summary:
F_max, eV/Å: 8.75
E_HOMO, eV: -9.8
E_tot, eV: -18718.4475
SMILES string: O.O.O.O.O.O.O.O.O
HOMO-LUMO gap, eV: 9.689

Mulliken atomic charge list, values in e, 5 entries:
1. O -0.7148
2. H 0.2887
3. H 0.4387
4. O -0.7194
5. H 0.2747

Record 2
Molecular formula: H18O9
Method: DFT, ωB97M-V/def2-TZVPD

```
27
Properties=species:S:1:pos:R:3:forces:R:3
O -14.99113 7.42620 6.92517 -0.13 0.18 -0.24
H -15.06313 6.47171 6.92763 -0.05 -0.27 0.03
H -14.35103 7.62035 7.60986 0.14 0.08 0.23
O -18.67476 6.31097 11.08497 -0.05 0.25 -0.04
H -18.21895 5.67574 10.53275 0.17 -0.15 -0.20
H -18.75380 5.87726 11.93461 -0.05 -0.08 0.24
O -15.78400 3.56261 8.94371 -0.04 0.28 0.03
H -15.01987 2.98827 8.99361 0.23 -0.12 0.06
H -16.48828 2.99790 8.62539 -0.21 -0.14 -0.10
O -17.84850 9.38932 3.82175 0.01 0.19 -0.13
H -18.68103 9.07219 4.17183 -0.24 -0.06 0.06
H -17.18655 8.84132 4.24337 0.25 -0.14 0.12
O -15.61292 9.36580 11.34113 0.30 -0.03 0.08
H -16.22147 8.63126 11.42088 -0.21 -0.23 0.00
H -16.14946 10.08744 11.01312 -0.12 0.23 -0.13
O -12.48219 11.69548 7.45866 -0.09 0.20 -0.17
H -12.76246 10.81041 7.22558 -0.06 -0.22 -0.09
H -12.06558 11.59761 8.31488 0.13 0.00 0.29
O -17.05135 12.04852 7.68054 -0.15 0.09 0.23
H -16.12538 12.13472 7.45383 0.30 0.07 -0.04
H -17.37138 11.34297 7.11840 -0.11 -0.17 -0.17
O -10.39765 6.19820 8.19037 -0.18 0.15 0.16
H -9.46093 6.35840 8.07585 0.25 0.09 -0.03
H -10.55498 5.36573 7.74486 -0.08 -0.20 -0.11
O -10.63325 9.45755 11.16944 0.11 0.23 -0.09
H -11.05640 9.17755 11.98110 -0.16 -0.01 0.21
H -10.53079 8.65237 10.66208 0.02 -0.23 -0.18
```
Forces are in eV/Å.

Summary:
F_max, eV/Å: 0.33
E_HOMO, eV: -11.2
E_tot, eV: -18719.1692
SMILES string: O.O.O.O.O.O.O.O.O
HOMO-LUMO gap, eV: 11.208

Mulliken atomic charge list, values in e, 5 entries:
1. O -0.6214
2. H 0.3112
3. H 0.3102
4. O -0.6431
5. H 0.3208

Record 3
Molecular formula: H18O9
Method: DFT, ωB97M-V/def2-TZVPD

```
27
Properties=species:S:1:pos:R:3:forces:R:3
O -0.88070 1.23607 -3.50244 -0.46 0.76 -0.18
H -1.58970 1.87907 -3.70444 0.44 -0.65 -0.21
H -0.64970 1.55407 -2.61144 -0.09 -0.19 0.06
O 0.91130 1.98707 1.83556 -1.17 -0.03 3.35
H 0.00730 1.68207 2.13556 1.66 0.70 -1.25
H 1.04230 1.88807 0.92356 -0.38 -0.43 -1.88
O 1.76430 0.98207 -0.85644 -1.27 1.76 -1.36
H 2.28830 1.58207 -1.41144 0.14 -0.45 0.26
H 2.32030 0.42307 -0.38044 1.88 -1.31 1.15
O -0.37870 -3.34793 2.43356 -0.62 -0.26 0.29
H -1.23770 -2.93393 2.58056 -0.25 -0.30 0.25
H 0.01430 -2.67593 1.88456 0.64 0.13 -0.39
O -0.70570 1.99307 -0.89344 -0.48 0.31 0.09
H -0.80770 1.05607 -0.65944 -0.60 -0.22 -0.03
H 0.23630 2.09407 -0.82344 0.40 0.38 0.05
O 0.64230 -0.93293 1.77056 0.48 -0.62 -2.37
H 1.57830 -0.76993 1.80556 0.39 0.29 0.64
H 0.20630 -0.67793 2.54956 -0.45 0.52 1.85
O -1.00870 -0.71693 -0.36144 -0.06 0.37 -0.32
H -0.55170 -1.00593 -1.15844 -0.31 -0.47 -0.58
H -0.27170 -0.59393 0.24156 0.30 -0.30 0.78
O 1.24830 -1.30993 -2.42044 -0.16 -0.86 1.74
H 1.23230 -0.46493 -1.96644 0.15 0.41 -0.38
H 1.29230 -1.15293 -3.34044 -0.10 0.46 -1.48
O -2.44370 -0.83993 2.19756 0.47 -0.08 -0.27
H -2.15870 -0.95493 1.26856 -0.26 0.13 0.32
H -2.09970 0.02107 2.46356 -0.30 -0.06 -0.11
```
Forces are in eV/Å.

Summary:
F_max, eV/Å: 3.55
E_HOMO, eV: -10.8
E_tot, eV: -18719.6290
SMILES string: O.O.O.O.O.O.O.O.O
HOMO-LUMO gap, eV: 10.278

Mulliken atomic charge list, values in e, 5 entries:
1. O -0.6423
2. H 0.2993
3. H 0.3806
4. O -0.6508
5. H 0.3156

Record 4
Molecular formula: H18O9
Method: DFT, ωB97M-V/def2-TZVPD

```
27
Properties=species:S:1:pos:R:3:forces:R:3
H -0.24502 0.37811 0.07336 -0.13 0.18 -0.26
H -0.96112 1.63802 -0.20653 -4.60 1.93 -2.87
H -4.49929 2.25693 -0.80564 2.43 0.22 -0.57
H -3.42974 1.22934 -0.85107 0.68 -1.80 0.34
H 1.68045 -1.12261 -0.33868 -0.59 -2.95 -1.84
H 2.01087 -2.52057 -0.04075 0.27 -1.30 0.05
H -1.58775 -2.60892 -0.86335 1.73 1.02 2.43
H -1.05010 -2.66703 0.65480 -0.52 -0.84 0.88
H 3.35355 2.47556 0.54244 -0.44 -0.74 0.14
H 3.42973 3.58880 -0.49586 0.13 -0.15 0.39
H -3.77679 -1.57324 0.92226 -0.19 -0.39 4.03
H -4.50494 -0.77197 -0.18158 0.94 -1.05 0.75
H 2.75385 -1.46708 1.08247 -0.39 0.94 0.19
H 3.97383 -1.67693 0.16629 -0.25 0.28 -0.15
H -2.25917 1.74960 1.52234 -0.36 -1.16 0.22
H -1.23467 0.63732 1.55978 -2.68 0.22 0.28
H 1.95918 0.41748 -1.27877 -0.23 0.21 0.02
H 3.36105 0.16958 -1.72017 0.02 -0.26 0.44
O -0.25605 1.33729 0.22666 5.79 -2.25 2.09
O -3.50342 2.14778 -1.01408 -2.95 1.52 0.35
O 1.58272 -2.06402 -0.75533 -0.49 2.23 1.03
O -0.92211 -2.23114 -0.16648 -1.76 -0.03 -3.03
O 3.82744 3.26691 0.32747 0.30 0.85 -0.55
O -3.76702 -1.39162 0.04248 -0.96 1.42 -4.94
O 3.54703 -1.96015 0.97477 1.45 -1.16 0.98
O -2.25120 0.76259 1.59085 1.81 0.89 0.47
O 2.76870 -0.00005 -0.96766 1.03 2.16 -0.86
```
Forces are in eV/Å.

Summary:
F_max, eV/Å: 6.55
E_HOMO, eV: -9.8
E_tot, eV: -18717.1456
SMILES string: O.O.O.O.O.O.O.O.O
HOMO-LUMO gap, eV: 9.902

Mulliken atomic charge list, values in e, 5 entries:
1. H 0.3836
2. H 0.2996
3. H 0.3340
4. H 0.2851
5. H 0.1171